Below is a structure of composition C45H50N3OPSi2W, with properties calculated with ωB97M-V/def2-TZVPD.

```
! RIJCOSX wB97M-V def2-TZVPD def2/J DEFGRID3
* xyz 0 1
W 1.1562 -0.1134 0.0842
P -2.8449 1.3181 -0.0588
Si 3.3336 -1.3689 -0.5880
Si 2.8299 1.6078 -0.9671
O 0.3271 1.7482 0.6755
N 0.7481 -2.1749 0.4528
N 0.9306 -0.2496 2.3466
N -1.8217 -2.1602 -0.9065
C -2.6772 3.4696 1.7945
C -3.1467 2.1868 1.5240
C -3.8489 1.9986 3.8347
C 4.6400 1.0922 -0.8942
C -6.9126 0.9829 -0.7404
C -0.0345 3.5951 -1.9870
C 3.8763 -2.4234 0.8976
C 0.8275 -3.9465 2.2051
C 1.9000 0.6673 2.9872
C -3.3942 3.2867 4.0869
C -1.2309 -4.3136 -1.8902
C 0.1375 1.5230 -0.5653
C 2.6742 1.8120 -2.8581
C 0.8928 -2.6122 1.7683
C 1.2734 -4.2208 -0.7747
C 4.8567 -0.2794 -0.8409
C 7.2323 0.0893 -1.1223
C 0.9322 -5.2798 -1.5937
C 3.2240 -2.3161 -2.2222
C -5.6916 1.1879 -0.1097
C -4.5856 1.0955 -2.2306
C -0.8886 -3.2278 -1.0816
C -6.9734 0.8278 -2.1157
C 1.0471 -4.2755 3.5310
C 2.8029 3.2952 -0.1010
C -0.6618 2.5672 -1.2856
C 6.1614 -0.7738 -0.9662
C 1.3230 -3.3019 4.4824
C -2.8014 4.0145 3.0667
C -4.5097 1.2449 -0.8429
C -3.1157 -2.6157 -0.4153
C 7.0145 1.4656 -1.1599
C -3.7102 1.4503 2.5698
C -2.0468 2.6152 -1.0776
C -0.7773 4.6410 -2.5077
C -2.1510 4.6894 -2.3187
C 1.1087 -1.6438 2.7562
C -5.8028 0.8918 -2.8602
C 5.7263 1.9620 -1.0576
C -2.7736 3.6861 -1.5991
C -0.4594 0.1154 2.7333
C -1.9384 -1.3425 -2.1209
C 0.3785 -3.1886 -0.4843
C 1.3231 -1.9762 4.0826
C -0.3397 -5.3382 -2.1459
H -3.8419 3.7288 -1.4261
H 2.9094 0.3160 2.7826
H 3.1513 2.7459 -3.1734
H 1.5110 -3.5647 5.5138
H -4.2952 1.4128 4.6283
H 1.0346 3.5961 -2.1119
H -5.8366 0.7856 -3.9371
H -3.4922 3.7143 5.0762
H -5.6765 1.3267 0.9631
H -0.6293 -6.1684 -2.7769
H 3.4916 3.2354 0.7450
H -0.6597 1.1506 2.4872
H 5.5671 3.0348 -1.1058
H -2.9803 -1.2915 -2.4444
H 1.4763 -1.1945 4.8151
H -2.7298 5.5123 -2.7173
H -1.5815 -0.3249 -1.9516
H 1.7698 1.6623 2.5722
H 1.0030 -5.3179 3.8209
H -2.2040 4.0512 1.0140
H -3.7104 -3.1525 -1.1697
H -2.2211 -4.3433 -2.3288
H 3.2397 0.9949 -3.3136
H -7.9237 0.6610 -2.6057
H 3.1638 4.0838 -0.7686
H 3.9089 -3.1687 -2.2231
H -7.8187 0.9506 -0.1489
H 1.8288 3.6024 0.2786
H -3.7011 -1.7582 -0.0856
H 0.6061 -4.7362 1.5050
H -1.1540 -0.5322 2.1956
H -1.3585 -1.7706 -2.9420
H 1.6582 -6.0561 -1.7979
H 6.3471 -1.8440 -0.9413
H 3.5486 -1.6240 -3.0020
H -0.2739 5.4286 -3.0533
H 3.4266 -2.0521 1.8212
H 7.8524 2.1425 -1.2769
H 3.6353 -3.4869 0.8484
H 8.2388 -0.3020 -1.2085
H -2.9646 -3.2752 0.4397
H -2.4283 5.0126 3.2575
H 2.2610 -4.1894 -0.3344
H -4.0200 0.4237 2.4025
H -0.5778 -0.0387 3.8080
H 2.2331 -2.6857 -2.4839
H -3.6847 1.1528 -2.8299
H 1.6669 1.7819 -3.2721
H 1.7375 0.7103 4.0673
H 4.9579 -2.3247 0.9989
*
```

The value obtained for the total energy is -80862.593 eV. For the HOMO-LUMO gap (spin up / spin down), the calculation gives 6.585 / 6.708 eV.

Below is the molecule C5H7ClF4 at a distorted geometry, with properties calculated with ωB97M-V/def2-TZVPD.

```
! RIJCOSX wB97M-V def2-TZVPD def2/J DEFGRID3
* xyz 0 1
Cl 0.1398 -1.4572 -1.8984
F 1.6716 -3.4462 1.6232
F 2.4997 -1.3884 0.9845
F -0.5115 -3.0455 1.2249
F 0.9104 -3.4374 -0.2572
C 0.7469 -2.8126 0.8744
C 0.4546 -0.4612 -0.4657
C 1.4347 0.6238 -0.7589
C 1.1637 -1.3645 0.8599
C -0.9049 -0.0100 0.1325
H 1.0779 1.3644 -1.5168
H -0.7465 0.2905 1.1168
H 0.7283 -1.0159 1.7548
H 2.4948 0.2472 -1.0026
H -1.6766 -0.7472 0.1568
H 1.4821 1.3034 0.1511
H -1.1601 0.8715 -0.5540
*
```

The value obtained for the total energy is -28690.150 eV. For the HOMO-LUMO gap, the calculation gives 11.374 eV. As for the SMILES: CC(C)(Cl)[C@H](F)C(F)(F)F.

Below is a structure of composition C35H29N4O4Sn, with properties calculated with ωB97M-V/def2-TZVPD.

```
! RIJCOSX wB97M-V def2-TZVPD def2/J DEFGRID3
* xyz 1 1
Sn 1.0418 0.0824 0.4950
O 3.8794 -1.6927 3.0177
O 1.2613 0.6422 -1.4373
O -0.7194 1.4612 -0.9564
O 2.7587 0.5812 4.2310
N 2.4297 -0.1643 2.0530
N 2.3623 -1.6134 -0.1623
N -0.4168 -1.2658 0.8124
N 1.0445 2.0472 1.5178
C -1.4340 -0.0208 2.6463
C -3.3790 -2.2123 2.6518
C 0.3317 2.0391 -5.4444
C 0.0822 1.1186 -1.8146
C 2.3429 0.7168 3.1147
C -0.1301 1.1472 -3.2831
C -1.6931 2.1689 4.3296
C 1.6534 2.0089 2.7127
C 3.1355 -3.2969 -1.6354
C -1.7521 -3.6446 1.5996
C 3.9921 -3.7702 -0.6524
C 1.6913 3.1092 3.5422
C -1.0845 -0.1314 3.9906
C -2.1536 -2.3735 2.0085
C -1.5983 -0.8854 -2.9657
C 0.4936 4.3239 1.8621
C -1.9274 1.1804 2.1482
C 1.2341 3.2642 -3.4400
C -2.0696 2.2695 2.9977
C 4.0257 -3.1410 0.5825
C -1.2786 -1.1998 1.7464
C -3.7927 -4.5699 2.4643
C -0.4648 0.8944 -7.5344
C -1.0035 0.0675 -5.2210
C 0.4814 2.1229 -4.0675
C -2.5661 -4.7383 1.8327
C -1.1927 0.9704 4.8240
C 3.1939 -2.0584 0.7849
C 1.1092 4.2882 3.1039
C -4.2002 -3.3078 2.8691
C 2.3291 -2.2101 -1.3554
C -0.3876 1.0090 -6.0388
C 0.4621 3.1768 1.0948
C -0.8901 0.1166 -3.8393
C 3.2112 -1.3077 2.0996
H -0.4841 1.8747 -8.0086
H -2.1000 -1.6372 -3.5715
H -4.4286 -5.4261 2.6457
H 1.6479 -1.7974 -2.0867
H -2.2165 1.2538 1.1054
H -3.6971 -1.2285 2.9734
H 0.5394 4.0291 -3.0849
H 4.6741 -3.4569 1.3868
H -2.3488 -0.3942 -2.3445
H -0.9046 0.8887 5.8636
H 2.1864 3.0168 4.4982
H 3.0905 -3.7563 -2.6120
H -0.7963 -3.7603 1.1066
H -0.9190 -1.4062 -2.2842
H -1.5989 -0.7189 -5.6704
H 1.1363 5.1729 3.7258
H 0.0293 5.2252 1.4895
H -2.2465 -5.7251 1.5257
H -5.1552 -3.1762 3.3593
H -1.8057 3.0190 4.9898
H 0.4101 0.3629 -7.9144
H -1.3496 0.3421 -7.8469
H 0.7916 2.7961 -6.0694
H 1.9050 3.7316 -4.1579
H 4.6310 -4.6206 -0.8482
H -0.7224 -1.0765 4.3775
H -2.4817 3.1958 2.6186
H 1.8330 2.9354 -2.5886
H -0.0325 3.1336 0.1370
*
```

The value obtained for the total energy is -56744.996 eV. For the HOMO-LUMO gap, the calculation gives 7.943 eV.

Below is a cluster of 3 separate species, C3H15N2O2 in total at a distorted geometry, with properties calculated with ωB97M-V/def2-TZVPD.

```
! RIJCOSX wB97M-V def2-TZVPD def2/J DEFGRID3
* xyz 1 1
O 0.0271 -3.4748 -0.6317
O 0.4247 0.1603 2.8382
N 1.2899 1.5423 -1.0900
N 0.1924 -0.8554 0.0339
C 0.1815 2.0010 -0.1852
C -1.0978 1.2378 -0.2307
C -1.0149 -0.2354 -0.7583
H -1.7941 1.8230 -0.9157
H -1.8754 -0.8071 -0.3793
H 0.6709 -4.1417 -0.4512
H 1.3354 0.0646 2.5409
H 0.1162 -1.9223 -0.1923
H -0.8440 -0.3581 -1.8730
H -0.1973 2.9996 -0.4550
H -0.5376 -3.6565 -1.3972
H 0.9936 1.6823 -2.0113
H 0.2222 -0.5238 3.4942
H -0.0434 -0.6760 1.0193
H -1.6543 1.1847 0.7201
H 0.6104 1.8929 0.8479
H 1.0323 -0.1620 -0.1433
H 1.9623 2.2245 -0.7803
*
```

The value obtained for the total energy is -10422.979 eV. For the HOMO-LUMO gap, the calculation gives 10.998 eV.